Entry from the Open Molecules 2025 dataset: a 2-piece molecular cluster, C8H12N3O6 overall in a non-equilibrium geometry (ωB97M-V/def2-TZVPD).

Calculated values
DFT total energy ... -927.6891 hartree
Net charge ... -1
E_HOMO ... -4.45 eV
Orbital gap ... 5.88 eV

Geometry (Å):
C1 -2.006960 -0.307722 0.380508
N1 -1.067257 0.623651 -0.253478
C2 -0.438298 0.084394 -1.446806
C3 1.045843 -0.059279 -1.296522
C4 1.988745 0.687451 -0.707749
C5 2.007637 1.991092 0.034791
N2 1.281526 2.013090 1.303457
C6 1.369490 0.793746 2.092139
C7 3.295798 0.019729 -0.965947
O1 4.401113 0.343493 -0.640715
O2 3.087014 -1.138006 -1.677812
C8 1.730155 -1.209007 -1.955026
O3 1.282280 -2.080271 -2.632509
H1 -2.861620 -0.611208 -0.229816
H2 -2.384406 0.152357 1.294089
H3 -1.485412 -1.222046 0.668757
H4 -1.545555 1.485270 -0.470899
H5 -0.609394 0.721919 -2.323664
H6 -0.837793 -0.895928 -1.721680
H7 1.570796 2.752098 -0.621686
H8 3.069446 2.237179 0.152487
H9 1.651839 2.788691 1.836957
H10 0.742987 0.031233 1.628449
H11 2.389058 0.396866 2.209150
H12 0.968848 0.986918 3.086863
N3 -4.662685 -2.678125 0.532696
O4 -4.720333 -1.689137 -0.235284
O5 -5.710432 -3.183135 0.973823
O6 -3.552430 -3.035309 0.985422

Atoms 1-3, force components in eV/Å:
0.1 -0.1 0.1
0.0 0.0 -0.2
0.0 0.1 0.1

Here are the Löwdin charges for atoms 1 to 8, given in e:
1. C -0.119
2. N -0.111
3. C -0.155
4. C -0.037
5. C -0.064
6. C -0.164
7. N -0.117
8. C -0.128